100
Properties=species:S:1:pos:R:3 method="wB97M-V/def2-TZVPD" total_charge=0 homo_ev=-9.1 gap_ev=8.380 smiles="O=[N+]([O-])c1ccccc1.O=[N+]([O-])c1ccccc1.CN(C)C=O.CN(C)C=O.CN(C)C=O.CN(C)C=O.CN(C)C=O.CN(C)C=O" fmax_ev_per_a=3.7 e_above_lowest_ev=3.5188 energy_ha=-2364.42121
O -5.979 -7.192 1.514
N -6.775 -6.516 2.168
O -6.602 -5.347 2.601
C -8.151 -7.055 2.192
C -9.208 -6.134 2.196
C -10.597 -6.492 2.149
C -10.903 -7.845 2.172
C -9.899 -8.785 2.171
C -8.502 -8.409 2.272
H -8.907 -5.101 2.287
H -11.288 -5.665 2.084
H -11.914 -8.224 2.191
H -10.203 -9.814 2.292
H -7.670 -9.096 2.313
O -1.481 -4.868 -8.640
N -2.650 -4.721 -8.985
O -3.272 -5.614 -9.601
C -3.264 -3.459 -8.630
C -2.660 -2.567 -7.741
C -3.338 -1.375 -7.380
C -4.583 -1.042 -8.019
C -5.230 -1.985 -8.797
C -4.501 -3.160 -9.144
H -1.739 -2.807 -7.231
H -2.997 -0.758 -6.561
H -5.213 -0.225 -7.699
H -6.204 -1.699 -9.166
H -5.024 -3.938 -9.681
C -0.230 -0.855 -0.573
N 0.400 0.253 0.173
C -0.397 0.958 1.123
C 1.706 0.682 -0.139
O 2.296 0.370 -1.211
H -1.137 -0.444 -1.015
H -0.513 -1.699 0.056
H 0.558 -1.269 -1.202
H 0.215 1.589 1.768
H -1.065 1.640 0.599
H -1.066 0.369 1.750
H 2.164 1.312 0.639
C 4.907 -3.961 -7.249
N 4.674 -2.868 -8.236
C 4.441 -3.282 -9.642
C 4.824 -1.580 -7.805
O 4.571 -0.617 -8.565
H 5.806 -3.658 -6.713
H 5.183 -4.836 -7.837
H 4.010 -4.248 -6.700
H 3.849 -4.181 -9.811
H 3.874 -2.461 -10.082
H 5.425 -3.408 -10.094
H 5.070 -1.526 -6.733
C -10.379 2.729 -0.636
N -10.479 2.687 0.772
C -11.645 2.187 1.432
C -9.275 2.741 1.330
O -9.000 2.367 2.447
H -9.916 1.836 -1.057
H -9.822 3.640 -0.856
H -11.371 2.731 -1.087
H -11.962 1.178 1.169
H -11.383 1.958 2.465
H -12.493 2.832 1.198
H -8.437 3.105 0.716
C 10.344 -0.384 -1.894
N 10.769 0.936 -1.591
C 11.974 1.013 -0.802
C 10.090 2.111 -1.727
O 10.567 3.259 -1.558
H 10.430 -0.971 -0.979
H 10.810 -0.841 -2.766
H 9.271 -0.367 -2.089
H 11.882 0.453 0.128
H 12.848 0.546 -1.257
H 12.291 2.017 -0.518
H 9.013 2.073 -1.949
C 1.328 4.580 10.968
N 0.895 5.964 10.639
C 0.816 6.994 11.654
C 0.494 6.301 9.361
O -0.029 7.330 9.011
H 1.373 3.986 10.055
H 0.869 4.001 11.770
H 2.314 4.538 11.429
H 0.743 6.488 12.616
H 1.723 7.579 11.500
H -0.020 7.687 11.562
H 0.472 5.380 8.759
C 9.846 5.287 6.096
N 8.655 5.022 5.307
C 8.215 5.933 4.141
C 7.632 4.278 5.832
O 6.531 4.053 5.300
H 9.586 5.487 7.136
H 10.400 6.152 5.730
H 10.645 4.547 6.146
H 8.144 6.978 4.443
H 9.069 5.973 3.465
H 7.413 5.440 3.592
H 7.947 3.798 6.771